Entry 1:
{"formula": "C16H14Cl2F11INO6S3", "method": "ωB97M-V/def2-TZVPD", "symbols": ["C", "C", "C", "I", "C", "C", "C", "O", "C", "C", "Cl", "C", "C", "Cl", "C", "C", "C", "C", "F", "F", "C", "F", "F", "S", "F", "F", "F", "F", "F", "C", "O", "H", "H", "H", "H", "H", "H", "H", "H", "H", "H", "H", "H", "H", "H", "N", "S", "O", "O", "F", "S", "O", "O", "F"], "positions_angstrom": [[-0.767, -3.634, -3.647], [0.258, -4.661, -2.969], [-0.007, -4.900, -1.389], [-2.009, -5.718, -0.986], [0.367, -3.651, -0.487], [1.622, -3.702, 0.184], [2.066, -2.531, 1.141], [3.116, -2.717, 1.811], [1.188, -1.193, 1.282], [1.798, -0.071, 2.206], [2.688, 1.405, 1.651], [1.664, -0.255, 3.608], [0.931, -1.560, 4.162], [2.351, 0.949, 4.794], [-0.074, -1.102, 0.622], [-1.000, 0.208, 0.775], [-1.473, 0.825, -0.614], [-0.453, 1.922, -1.235], [0.020, 2.700, -0.158], [-1.313, 2.794, -1.985], [0.675, 1.222, -2.104], [0.229, 0.073, -2.815], [1.636, 0.715, -1.185], [1.604, 2.290, -3.328], [3.034, 2.110, -2.448], [1.995, 0.915, -4.235], [0.295, 2.485, -4.327], [1.347, 3.697, -2.502], [2.496, 3.163, -4.434], [-0.530, -2.378, -0.230], [-1.698, -2.355, -0.677], [-1.643, -3.329, -2.994], [-1.224, -4.183, -4.552], [-0.182, -2.751, -4.081], [0.087, -5.695, -3.449], [1.359, -4.424, -3.147], [0.713, -5.750, -1.099], [2.274, -4.620, 0.047], [0.886, -1.587, 5.310], [-0.095, -1.723, 3.704], [1.560, -2.481, 3.868], [-1.956, -0.190, 1.284], [-0.551, 0.944, 1.513], [-1.798, 0.052, -1.388], [-2.424, 1.433, -0.386], [-1.514, 5.299, 2.051], [-2.548, 4.156, 2.366], [-3.950, 4.499, 2.308], [-2.172, 3.171, 3.354], [-2.396, 3.297, 1.021], [-1.480, 6.389, 3.185], [-0.801, 7.605, 2.793], [-1.208, 5.952, 4.534], [-2.990, 6.891, 3.277]], "forces_ev_per_a": [[0.4667, -0.5942, -1.2087], [-1.1702, -0.9008, 0.3705], [1.5814, 0.5707, -0.4444], [0.8657, 0.3678, -0.1926], [2.6339, 0.0363, 1.7308], [-2.9423, 1.0562, -1.0330], [1.8037, -0.7385, 0.9693], [-3.3697, 0.9185, -2.0719], [-1.0777, -0.0001, -1.2266], [-0.4530, -0.6554, 3.2821], [-1.0770, -1.8316, 0.0487], [-0.1512, -0.2404, -2.4363], [0.9785, -0.2475, 0.3403], [-0.9542, -1.6770, -1.4432], [3.0212, -0.2371, 1.2298], [-0.5448, -2.0592, -0.1908], [-0.3569, 0.7868, 0.2343], [-3.3496, 0.4400, 1.7368], [0.0342, -1.5826, -2.6899], [2.3163, -1.6408, 0.6798], [0.8650, -2.5972, 1.4969], [0.3071, 2.9020, 1.6899], [-2.4381, 1.0934, -1.9641], [3.3020, 1.2076, -2.5252], [-2.1417, 0.3090, -1.6283], [-0.2819, 2.0283, 1.4703], [1.5139, -0.0885, 1.9966], [-0.2573, -2.2666, -1.2569], [-1.3960, -1.1580, 1.5786], [-2.3939, 0.4314, -0.6145], [3.0762, -0.1335, 1.0226], [1.3952, -0.2296, -0.6088], [0.6312, 0.9579, 1.3056], [-1.0799, -0.9896, 0.8470], [0.3078, 1.5124, 0.7639], [-1.4904, 0.0121, 0.4439], [-1.2457, 1.3668, -0.1627], [-0.6440, 1.4752, 0.5113], [-0.0779, 0.3719, -1.8432], [1.2138, 0.5448, 0.6627], [-0.8273, 1.4644, 0.3756], [1.3349, 0.6510, -0.8085], [-0.3561, -0.8433, -1.2311], [0.8306, 0.9767, 1.1486], [1.6560, -0.6957, -0.3683], [-0.2704, 0.1434, 0.3527], [-1.9325, -2.6690, 0.1701], [1.1431, 0.3500, 0.1783], [0.2004, 1.0195, -0.4083], [0.4663, 0.4428, -0.2810], [0.8338, 2.7759, 1.8172], [-0.1733, -1.4593, -0.5300], [-0.2381, -0.4538, -1.1434], [-0.0879, -0.2232, -0.1424]], "spin_multiplicity": 1, "energy_ev": -126132.6542, "charge": -1, "e_above_lowest_kcal_mol": 127.18, "e_lumo_ev": -0.24, "homo_lumo_gap_ha": 0.24432}

=====

Entry 2:
{"formula": "C6H8N2", "method": "ωB97M-V/def2-TZVPD", "symbols": ["C", "C", "C", "C", "N", "C", "N", "C", "H", "H", "H", "H", "H", "H", "H", "H"], "positions_angstrom": [[1.956, -0.497, 0.966], [0.481, -0.328, 1.003], [0.108, 1.198, 0.704], [-0.915, 0.610, -0.295], [-1.672, 0.563, -1.431], [-1.737, -0.775, -1.766], [-1.016, -1.505, -1.030], [-0.462, -0.646, -0.105], [2.629, -0.133, 0.189], [2.422, -1.461, 1.040], [2.414, -0.063, 1.848], [0.021, -0.742, 1.862], [0.750, 1.757, 0.037], [-0.352, 1.895, 1.362], [-2.282, 1.347, -1.871], [-2.346, -1.220, -2.514]], "forces_ev_per_a": [[2.4896, -0.5604, 0.6644], [0.3805, 1.1384, -0.8313], [-1.6409, 0.0906, -1.8256], [0.6915, -0.9925, 0.2008], [-2.3640, 2.7061, -1.3437], [-0.7924, 1.1765, -0.8179], [2.1263, -2.2715, 1.8654], [-1.1585, 0.3438, -1.5566], [-1.0449, 0.7904, -0.7778], [-0.8183, -1.3570, 0.0988], [-0.2622, 0.5746, 0.4700], [0.1271, 0.0352, 1.5390], [1.1707, -0.0844, 0.4985], [-0.0031, 0.2091, 1.3077], [1.6290, -2.1657, 1.2119], [-0.5303, 0.3667, -0.7035]], "spin_multiplicity": 1, "energy_ev": -9329.0812, "smiles": "C[C@H]1Cc2[nH]cnc21", "e_above_lowest_kcal_mol": 60.57, "e_lumo_ev": 0.89, "homo_lumo_gap_ha": 0.33515}

=====

Entry 3:
{"formula": "C5H7N3O", "method": "ωB97M-V/def2-TZVPD", "symbols": ["H", "N", "C", "N", "N", "C", "C", "C", "O", "C", "H", "H", "H", "H", "H", "H"], "positions_angstrom": [[0.130, 0.012, 2.957], [0.964, -0.560, 3.309], [1.701, -0.827, 2.296], [1.353, -0.759, 0.920], [0.338, 0.213, 0.830], [-0.349, 0.281, -0.259], [-0.057, -0.265, -1.670], [-0.900, 0.279, -2.506], [-1.626, 1.327, -2.032], [-1.689, 1.003, -0.533], [2.655, -1.269, 2.328], [2.308, -0.513, 0.277], [0.384, -1.378, -1.880], [-0.937, 0.190, -3.539], [-2.687, 0.375, -0.536], [-1.588, 1.890, 0.038]], "forces_ev_per_a": [[1.1974, -1.2926, 0.5453], [0.0990, 1.0673, -1.6474], [-1.4518, -0.1085, 0.2964], [2.6691, 2.3577, -1.5663], [-2.2495, -0.1296, -1.7790], [0.4424, -1.4665, -1.9681], [1.3767, -4.8198, 2.4206], [-0.1287, 2.3652, 0.1142], [-0.1888, -0.8532, 2.0588], [0.1598, -0.6409, -1.5927], [1.2087, -0.7726, 0.8887], [-3.4217, -0.7543, 2.1092], [-0.5587, 3.2576, 0.5400], [-0.2852, -0.5148, -1.7166], [2.2563, 1.1730, 0.9448], [-1.1250, 1.1319, 0.3521]], "spin_multiplicity": 1, "energy_ev": -11811.9785, "smiles": "[H]/N=C\\N/N=C1\\C=COC1", "e_above_lowest_kcal_mol": 101.72, "e_lumo_ev": 0.28, "homo_lumo_gap_ha": 0.33952}